Entry 1:
{
  "formula": "C20H15ClN5O4RuS",
  "method": "wB97M-V/def2-TZVPD",
  "symbols": ["Ru", "C", "N", "C", "C", "N", "C", "S", "C", "C", "C", "C", "C", "N", "H", "H", "H", "H", "H", "H", "H", "H", "H", "O", "C", "O", "C", "C", "Cl", "N", "N", "C", "C", "O", "O", "C", "C", "C", "C", "C", "C", "H", "H", "H", "H", "H", "H"],
  "coordinates": [[0.355857, 1.323842, 0.419421], [-1.340062, 0.887429, -4.443691], [-2.108330, 1.342357, -3.268952], [-3.402691, 1.784815, -3.311574], [-3.773878, 2.086624, -2.045599], [-2.697708, 1.814343, -1.216918], [-1.683342, 1.369377, -2.000553], [-0.025071, 0.976751, -1.630028], [-2.754918, 1.904977, 0.210428], [-3.994737, 2.012966, 0.819372], [-4.064528, 2.122089, 2.196372], [-2.888884, 2.103473, 2.933622], [-1.703558, 1.956698, 2.256078], [-1.613240, 1.865840, 0.908131], [-1.921686, 1.119831, -5.330359], [-1.183468, -0.187615, -4.383165], [-0.391203, 1.416254, -4.493091], [-3.953189, 1.855602, -4.235630], [-4.703437, 2.487210, -1.686157], [-4.905576, 1.983551, 0.243093], [-5.026717, 2.203668, 2.685080], [-2.889876, 2.173946, 4.012190], [-0.773627, 1.883085, 2.807813], [4.254437, -2.819419, 2.091292], [4.842599, -1.770644, 1.519838], [6.013910, -1.649067, 1.401696], [3.928229, -0.675529, 0.996521], [4.404692, 0.523195, 0.444113], [5.949215, 1.103100, 0.211377], [3.311531, 1.295277, 0.121494], [2.207677, 0.602462, 0.417203], [2.532327, -0.533138, 0.984607], [1.295457, -1.136281, 1.578398], [1.157202, -2.177413, 2.107387], [0.235085, -0.199583, 1.515574], [2.968198, 2.629555, -0.169747], [3.642197, 3.466875, -1.003230], [3.053470, 4.709431, -1.295971], [1.810576, 5.102490, -0.790265], [1.154063, 4.289009, 0.102314], [1.695497, 3.006793, 0.461312], [3.290582, -2.802369, 2.135898], [4.582827, 3.179352, -1.454055], [3.586181, 5.382466, -1.958769], [1.408875, 6.072783, -1.048680], [0.259780, 4.637525, 0.605365], [1.670296, 2.872716, 1.561361]],
  "forces_ev_per_angstrom": [[-0.11, -0.38, 0.14], [0.02, -0.01, 0.00], [0.03, 0.00, 0.17], [-0.11, 0.07, 0.09], [-0.06, 0.00, -0.11], [0.11, -0.06, -0.09], [0.01, 0.01, 0.04], [0.04, 0.00, -0.15], [0.00, -0.03, -0.04], [0.00, 0.00, 0.00], [0.01, 0.00, -0.02], [0.01, 0.00, 0.00], [-0.03, 0.06, 0.01], [-0.08, 0.00, 0.01], [0.00, 0.00, 0.00], [0.01, 0.00, 0.00], [0.00, 0.00, 0.00], [-0.01, 0.01, 0.02], [0.00, -0.01, -0.03], [0.00, 0.00, 0.01], [0.00, 0.00, 0.00], [0.00, 0.00, 0.00], [0.01, 0.03, 0.00], [0.36, 0.08, -0.05], [-0.80, -0.09, 0.07], [0.40, 0.02, -0.04], [0.28, 0.10, 0.10], [-0.03, 0.08, 0.08], [0.03, -0.06, 0.00], [-0.14, -0.12, -0.22], [0.16, 0.03, -0.14], [-0.18, -0.03, -0.06], [-0.30, 0.34, -0.06], [0.11, -0.13, 0.03], [0.23, -0.11, 0.03], [-0.06, -0.10, 0.24], [0.10, -0.06, 0.03], [0.06, 0.01, -0.05], [-0.15, -0.02, 0.17], [0.10, 0.17, -0.10], [-0.10, 0.13, 0.00], [-0.17, 0.03, -0.02], [-0.02, 0.01, -0.01], [0.00, 0.00, 0.00], [0.00, 0.00, 0.00], [-0.03, -0.02, -0.04], [0.28, 0.07, 0.01]],
  "homo_ev": -18.087,
  "lumo_energy_ev": -12.529,
  "charge": 3,
  "e_tot_ha": -2298.10863,
  "gap_ev": 5.56
}



Entry 2:
{
  "formula": "C20H15F2MgN3O4S",
  "method": "wB97M-V/def2-TZVPD",
  "symbols": ["Mg", "O", "C", "O", "C", "O", "O", "S", "C", "N", "C", "C", "C", "N", "H", "H", "H", "H", "N", "C", "C", "C", "C", "C", "C", "C", "C", "C", "C", "C", "C", "C", "H", "H", "H", "H", "H", "H", "H", "H", "H", "H", "F", "C", "F", "H"],
  "coordinates": [[6.795042, -0.001305, 16.461993], [4.392467, 3.040675, 15.070919], [5.154444, 2.054645, 15.169224], [5.166021, 1.113625, 16.034373], [7.072225, 0.705152, 13.640999], [7.564703, 0.862926, 12.527177], [7.052647, -0.232147, 14.514529], [7.518912, -1.614036, 18.059051], [8.235340, -0.926013, 19.432310], [9.584938, -1.207885, 19.589071], [10.347314, -0.562965, 20.474899], [9.722014, 0.210764, 21.449190], [8.351726, 0.440502, 21.258886], [7.637707, -0.081913, 20.249338], [9.961718, -1.930676, 18.981245], [11.418692, -0.722740, 20.356835], [10.286051, 0.711196, 22.232508], [7.710544, 1.090588, 21.864114], [6.258178, 1.944727, 14.142972], [6.234827, 3.020002, 13.258955], [5.164851, 3.086065, 12.305759], [5.193070, 4.057602, 11.288721], [4.223894, 4.076457, 10.313132], [3.261117, 3.048482, 10.225544], [3.210648, 2.066643, 11.232401], [4.178044, 2.062337, 12.226783], [7.212002, 4.047754, 13.523590], [8.496735, 3.687541, 14.050432], [9.290411, 4.636875, 14.643254], [8.932272, 5.990539, 14.594017], [7.707979, 6.368096, 14.011242], [6.829362, 5.413168, 13.546348], [6.021294, 4.744863, 11.215084], [4.179756, 4.861286, 9.568749], [2.558081, 2.981270, 9.380145], [2.412467, 1.321658, 11.345340], [4.188761, 1.222345, 12.921104], [8.839995, 2.641352, 13.906170], [10.185291, 4.361902, 15.219982], [9.629659, 6.702330, 15.005500], [7.371233, 7.396643, 13.988267], [5.898852, 5.699332, 13.062350], [8.106403, 2.011343, 18.462500], [8.251578, 1.460268, 17.215662], [9.497436, 0.853858, 17.203459], [8.330973, 2.305736, 16.545793]],
  "forces_ev_per_angstrom": [[0.00, 1.52, -0.08], [1.15, -1.55, 0.27], [0.77, -0.22, -0.26], [-0.43, 0.53, -0.35], [-1.90, 1.45, 1.73], [-0.06, -0.80, 1.07], [0.75, 0.22, -1.68], [-0.70, -2.03, -0.43], [-0.36, 2.07, 0.97], [-1.22, -1.89, -1.89], [1.64, 1.13, 2.47], [-0.01, 0.08, -0.97], [0.14, 0.72, 1.65], [-0.12, -2.04, -2.03], [-0.19, 0.58, 0.16], [-0.24, 0.20, 0.35], [-0.06, -0.06, -0.21], [0.79, -0.09, 0.28], [-0.26, -1.18, 0.18], [-0.46, -0.25, -0.35], [0.71, -0.47, -0.52], [-0.36, -0.08, -0.05], [-0.91, -0.88, -0.65], [-0.41, 0.01, 0.26], [0.42, 0.32, 0.27], [0.03, 0.22, 0.00], [0.56, 0.72, 0.65], [-0.98, -0.78, -0.80], [0.43, 0.68, 0.29], [-0.61, -0.33, -0.23], [0.56, 0.03, 0.54], [0.61, -0.84, -0.86], [-0.05, 0.16, 0.17], [0.31, 0.00, -0.14], [0.28, 0.34, 0.50], [0.36, 0.22, -0.64], [0.04, 0.49, 0.06], [-0.43, 0.81, 0.54], [-0.27, -0.02, -0.61], [-0.12, 0.33, 0.13], [0.27, 0.18, 0.04], [0.01, -0.01, 0.57], [0.19, 0.66, 1.09], [-1.81, -0.64, -1.35], [1.49, -0.23, 0.17], [0.43, 0.72, -0.31]],
  "homo_ev": [-1.160, 0.210],
  "lumo_energy_ev": [4.802, 4.594],
  "charge": -2,
  "e_tot_ha": -2034.47451,
  "gap_ev": [5.96, 4.38]
}



Entry 3:
{
  "formula": "C20H15N3S5SbSe4Tl",
  "method": "wB97M-V/def2-TZVPD",
  "symbols": ["Tl", "C", "C", "C", "C", "C", "C", "N", "C", "C", "C", "C", "C", "N", "C", "C", "C", "C", "C", "C", "N", "H", "H", "H", "H", "H", "H", "H", "H", "H", "H", "H", "H", "H", "H", "H", "S", "C", "S", "C", "C", "S", "S", "S", "Se", "Sb", "Se", "Se", "Se"],
  "coordinates": [[-0.295992, 0.719244, -0.569766], [1.110685, 3.786562, 1.223238], [1.937499, 2.566114, 1.507646], [3.316274, 2.665180, 1.684262], [4.046299, 1.516597, 1.893898], [3.386138, 0.302084, 1.992364], [2.013178, 0.285476, 1.839990], [1.314460, 1.390953, 1.565243], [1.216689, -0.969191, 2.037174], [1.755878, -2.085266, 2.667386], [0.951097, -3.187101, 2.863751], [-0.369534, -3.155834, 2.450686], [-0.843001, -1.997385, 1.850816], [-0.057958, -0.938690, 1.661263], [-2.263938, -1.869691, 1.376171], [-3.085307, -2.971676, 1.183471], [-4.372169, -2.761000, 0.706758], [-4.795101, -1.473633, 0.439276], [-3.904427, -0.414437, 0.646165], [-4.282800, 1.009836, 0.329067], [-2.674302, -0.630397, 1.105330], [1.433151, 4.245218, 0.287086], [1.226131, 4.520934, 2.026869], [0.059543, 3.530084, 1.133541], [3.798032, 3.632396, 1.606713], [5.126099, 1.556354, 1.976606], [3.938951, -0.618090, 2.120814], [2.785933, -2.091402, 2.993043], [1.348623, -4.073083, 3.343921], [-1.014618, -4.007316, 2.616055], [-2.727410, -3.976411, 1.364146], [-5.029097, -3.603459, 0.526297], [-5.790734, -1.269991, 0.058050], [-5.189075, 1.310758, 0.863262], [-4.487296, 1.128323, -0.738889], [-3.477961, 1.685527, 0.609517], [7.303184, -0.333793, -3.026232], [5.704975, -0.102768, -2.585313], [4.895377, 1.403827, -2.620875], [3.316488, 0.926738, -2.003395], [3.209845, -0.397372, -1.727425], [1.848891, -1.274203, -1.091483], [4.665122, -1.338663, -2.029186], [2.137938, 2.187133, -1.815447], [-4.096037, 4.888612, 0.499657], [-3.464874, 4.171469, -1.715194], [-5.161590, 3.291150, -3.183741], [-1.674839, 5.616281, -2.862563], [-1.070129, 3.397842, -2.094243]],
  "forces_ev_per_angstrom": [[0.46, -0.10, -0.40], [0.10, -0.02, 0.06], [-0.09, -0.02, -0.13], [0.02, 0.09, -0.02], [0.10, -0.01, 0.03], [0.15, -0.14, -0.09], [-0.19, -0.09, 0.04], [-0.01, 0.10, 0.39], [-0.09, 0.19, 0.04], [0.15, -0.04, 0.04], [0.02, -0.11, 0.04], [-0.02, -0.10, 0.08], [-0.09, 0.15, -0.11], [-0.07, -0.09, 0.02], [0.16, 0.10, -0.08], [0.01, -0.12, -0.02], [0.00, 0.05, -0.01], [-0.01, 0.08, -0.01], [0.00, 0.09, -0.07], [-0.02, -0.24, 0.09], [-0.05, 0.10, 0.12], [0.00, -0.03, -0.01], [0.00, -0.04, -0.05], [-0.08, -0.02, -0.01], [-0.02, -0.04, -0.01], [-0.02, 0.00, -0.02], [0.02, 0.05, 0.01], [-0.03, -0.02, 0.00], [0.00, 0.01, 0.00], [-0.01, 0.01, -0.01], [-0.01, 0.03, -0.01], [-0.01, 0.00, 0.02], [0.09, -0.04, 0.02], [0.09, -0.02, -0.05], [-0.01, -0.01, 0.02], [-0.02, -0.03, 0.03], [0.05, -0.02, -0.03], [-0.15, 0.08, 0.05], [0.00, 0.11, 0.04], [0.06, 0.08, 0.03], [0.04, -0.09, 0.02], [-0.18, -0.05, 0.02], [-0.08, -0.07, 0.06], [-0.05, -0.08, -0.03], [0.19, -0.06, -0.19], [-0.08, 0.24, -0.05], [0.23, 0.01, 0.10], [-0.26, 0.02, 0.06], [-0.28, 0.11, -0.02]],
  "homo_ev": -1.372,
  "lumo_energy_ev": 3.831,
  "charge": -2,
  "e_tot_ha": -12945.01681,
  "gap_ev": 5.20
}